(1)
Entry from the Open Molecules 2025 dataset: 12 unconnected molecules or ions with the total composition C28H84N4O14 (ωB97M-V/def2-TZVPD).

Structure (XYZ):
```
130
Properties=species:S:1:pos:R:3
C 2.01 5.98 3.41
O 1.73 4.60 3.39
C 0.81 4.22 4.36
C 0.18 2.83 4.05
C -0.69 3.02 2.79
N -0.60 2.35 5.15
H 1.12 6.59 3.22
H 2.88 6.24 2.80
H 2.37 6.23 4.40
H 1.39 4.10 5.27
H 0.03 4.95 4.58
H 0.85 1.99 3.83
H -1.37 2.21 2.51
H -0.07 2.77 1.93
H -1.06 4.02 2.59
H -0.97 1.44 4.92
H -1.48 2.81 5.35
C 0.40 -1.39 1.84
O 0.78 -0.93 3.14
C 2.10 -0.60 3.51
C 2.17 -0.41 4.98
C 3.47 0.31 5.47
N 2.05 -1.61 5.83
H -0.67 -1.37 1.66
H 0.68 -2.41 1.57
H 0.81 -0.77 1.05
H 2.92 -1.30 3.35
H 2.47 0.31 3.05
H 1.42 0.33 5.26
H 4.35 -0.26 5.18
H 3.31 0.35 6.55
H 3.62 1.28 5.01
H 1.18 -2.13 5.76
H 2.69 -2.36 5.61
C -3.20 -0.12 -2.15
O -2.09 -0.95 -2.38
C -1.19 -0.99 -1.26
C 0.16 -1.51 -1.85
N 0.65 -0.70 -3.04
C 1.95 -0.05 -3.00
C 1.94 1.27 -2.23
O 2.28 1.10 -0.84
C 2.69 2.30 -0.13
H -3.55 0.24 -3.11
H -3.09 0.78 -1.53
H -4.06 -0.64 -1.73
H -1.63 -1.65 -0.51
H -1.17 0.04 -0.91
H 0.16 -2.58 -2.05
H 0.85 -1.42 -1.01
H -0.15 -0.13 -3.28
H 2.24 0.17 -4.03
H 2.72 -0.71 -2.61
H 0.93 1.67 -2.22
H 2.66 2.01 -2.59
H 3.36 2.05 0.69
H 1.82 2.69 0.41
H 3.15 3.08 -0.72
C -5.68 -1.91 -3.89
O -6.39 -2.49 -2.81
C -5.84 -3.72 -2.42
C -6.38 -4.10 -0.92
N -5.99 -3.12 0.14
C -4.50 -2.94 0.12
C -4.31 -1.86 1.20
O -4.99 -0.69 0.75
C -4.74 0.49 1.41
H -5.78 -2.58 -4.74
H -4.66 -1.82 -3.51
H -6.19 -1.00 -4.19
H -4.75 -3.68 -2.38
H -5.99 -4.55 -3.10
H -6.19 -5.15 -0.68
H -7.45 -4.07 -1.12
H -6.43 -2.25 -0.12
H -4.17 -2.43 -0.79
H -3.89 -3.82 0.35
H -3.27 -1.63 1.43
H -4.87 -2.00 2.12
H -5.01 1.29 0.73
H -3.66 0.49 1.56
H -5.11 0.47 2.44
C 4.65 -1.88 -0.35
O 5.51 -2.64 -1.17
H 4.71 -0.81 -0.57
H 3.66 -2.32 -0.46
H 5.05 -2.19 0.61
H 6.12 -1.98 -1.50
C -2.19 -3.52 -4.53
O -2.23 -3.66 -3.12
H -1.15 -3.34 -4.80
H -2.56 -4.46 -4.92
H -2.84 -2.78 -4.99
H -2.09 -2.79 -2.75
C 5.95 3.57 -1.92
O 6.67 3.52 -3.15
H 5.20 2.81 -2.13
H 6.57 3.43 -1.03
H 5.47 4.51 -1.64
H 7.04 4.40 -3.26
C -6.19 2.79 -2.68
O -6.17 3.46 -3.94
H -5.79 1.78 -2.73
H -5.59 3.40 -2.00
H -7.22 2.66 -2.33
H -5.99 4.40 -3.88
C 2.96 -3.27 -3.69
O 3.78 -4.49 -3.86
H 2.02 -3.46 -4.21
H 2.59 -3.02 -2.70
H 3.43 -2.35 -4.04
H 4.48 -4.47 -3.21
C -0.54 4.27 -0.90
O -0.46 5.43 -1.66
H 0.02 3.45 -1.33
H -0.18 4.50 0.10
H -1.50 3.76 -0.84
H 0.39 5.87 -1.62
C 1.43 -5.04 -0.61
O 1.22 -4.91 0.77
H 1.57 -6.03 -1.04
H 0.56 -4.63 -1.11
H 2.22 -4.30 -0.69
H 0.44 -5.42 0.98
C 5.87 1.77 2.82
O 6.87 1.42 1.83
H 5.93 1.12 3.69
H 5.84 2.85 2.92
H 4.88 1.45 2.51
H 7.50 0.89 2.31
```

energy relative to the best compared isomer or geometry (same formula, charge and spin)	1138.3	kJ/mol
HOMO-LUMO gap	9.10	eV
molecular weight	700.99	g/mol
E	-2389.14834	Eh

(2)
Entry from the Open Molecules 2025 dataset: 2 unconnected molecules or ions with the total composition C5H10O (ωB97M-V/def2-TZVPD).

Structure (XYZ):
```
16
Properties=species:S:1:pos:R:3
C -0.98 0.58 -1.47
C -0.19 -0.34 -0.95
C -0.47 -1.81 -0.95
H -0.67 1.61 -1.59
H -2.02 0.38 -1.71
H 1.00 -0.03 -0.76
H 0.20 -2.36 -1.61
H -0.33 -2.24 0.04
H -1.50 -2.00 -1.26
C 0.41 1.40 1.71
C 0.85 0.13 1.03
O 1.01 -0.93 1.60
H 0.03 2.14 1.02
H -0.35 1.17 2.46
H 1.26 1.83 2.24
H 1.74 0.48 0.21
```

energy relative to the best compared isomer or geometry (same formula, charge and spin)	344.9	kJ/mol
HOMO-LUMO gap	9.53	eV
molecular weight	86.13	g/mol
E	-271.62124	Eh

(3)
Entry from the Open Molecules 2025 dataset: a molecular structure, C3H6N2O (ωB97M-V/def2-TZVPD).

Structure (XYZ):
```
12
Properties=species:S:1:pos:R:3
C 1.54 0.13 -0.17
N 0.68 -0.87 0.08
C -1.30 -0.33 0.19
N -1.94 -1.23 0.74
C -1.20 0.88 -0.46
O -0.35 1.77 -0.06
H 1.93 0.19 -1.19
H 2.22 0.45 0.62
H 0.72 1.24 -0.14
H 0.66 -1.00 1.09
H -1.42 -2.11 0.81
H -1.54 0.88 -1.50
```

energy relative to the best compared isomer or geometry (same formula, charge and spin)	494.2	kJ/mol
HOMO-LUMO gap	8.56	eV
molecular weight	86.09	g/mol
E	-302.50486	Eh

(4)
Entry from the Open Molecules 2025 dataset: a molecular structure, C14H23N2PPb (ωB97M-V/def2-TZVPD).

Structure (XYZ):
```
41
Properties=species:S:1:pos:R:3
C 0.40 3.14 -1.76
C -0.92 2.84 -1.48
C -1.22 1.84 -0.54
C -0.19 1.25 0.19
C 1.15 1.56 -0.09
C 1.44 2.49 -1.09
C -2.67 1.51 -0.36
C -3.11 0.06 -0.09
N -2.15 -1.01 -0.61
Pb -0.80 -0.54 1.45
C 2.28 0.89 0.65
P 2.20 -0.94 0.73
H -1.75 3.37 -1.96
H 2.47 2.66 -1.38
H 0.61 3.86 -2.53
H 2.30 1.24 1.70
H 3.26 1.11 0.19
H -3.09 2.12 0.46
H -3.18 1.90 -1.26
H -3.18 -0.08 1.02
C 3.58 -1.57 1.70
C 2.28 -1.58 -0.96
H -4.13 -0.12 -0.47
C -1.48 -0.76 -1.91
C -2.89 -2.32 -0.64
H 0.70 -0.01 6.01
H -1.62 -1.62 -2.58
H -1.85 0.13 -2.43
H -0.40 -0.66 -1.76
H -2.92 -2.74 -1.66
H -2.38 -3.05 -0.01
H -3.91 -2.23 -0.27
H 3.33 -1.60 -1.29
H 1.90 -2.61 -0.91
H 1.63 -1.00 -1.62
H 4.50 -1.42 1.13
H 3.62 -1.04 2.66
H 3.41 -2.63 1.93
H 1.07 -1.78 1.10
N 0.87 -0.43 3.80
C 0.82 -0.22 4.93
```

energy relative to the best compared isomer or geometry (same formula, charge and spin)	0.0	kJ/mol
HOMO-LUMO gap	7.90	eV
molecular weight	457.53	g/mol
E	-1190.32879	Eh
net charge	+2

(5)
Entry from the Open Molecules 2025 dataset: 2 unconnected molecules or ions with the total composition C2H8N6 (ωB97M-V/def2-TZVPD).

Structure (XYZ):
```
16
Properties=species:S:1:pos:R:3
C 0.44 1.79 1.76
C 1.45 -1.50 -1.39
N -3.05 -0.65 -1.08
N -2.99 -1.46 -1.87
N -3.28 0.15 -0.21
N 0.78 0.05 0.18
N -0.09 0.81 0.73
N 0.42 -0.82 -0.62
H 1.58 1.70 1.77
H 0.03 2.76 1.58
H 0.15 1.53 2.76
H 2.35 -1.35 -0.80
H 1.42 -2.59 -1.42
H 1.72 -1.02 -2.31
H -2.83 0.34 0.61
H 1.90 0.23 0.31
```

energy relative to the best compared isomer or geometry (same formula, charge and spin)	537.4	kJ/mol
HOMO-LUMO gap	9.29	eV
molecular weight	116.13	g/mol
E	-409.33198	Eh

(6)
Entry from the Open Molecules 2025 dataset: a molecular structure, C6H9GdMgO5 (ωB97M-V/def2-TZVPD).

Structure (XYZ):
```
22
Properties=species:S:1:pos:R:3
O 2.60 1.30 0.80
C 2.77 -0.06 0.88
C 2.40 -0.74 -0.35
O 1.41 -0.11 -1.11
Mg 0.87 1.54 -0.06
H 3.75 -0.37 1.28
H 3.24 -0.96 -1.03
O -0.95 -1.68 -0.27
C -0.23 -1.79 0.86
C -0.17 -0.73 1.84
O -0.42 0.58 1.34
C -1.79 0.99 1.10
C -1.75 1.88 -0.09
O -0.94 1.49 -1.09
Gd -0.53 -0.47 -1.85
H -0.31 -2.78 1.36
H -0.73 -0.89 2.76
H -2.19 1.49 1.98
H -2.36 0.06 0.91
H -2.56 2.58 -0.30
H 1.50 -0.57 1.92
H 1.43 -1.74 0.33
```

⟨S²⟩	20.34
HOMO-LUMO gap (spin up / spin down)	4.45 / 6.17	eV
molecular weight	342.69	g/mol
E	-1575.58663	Eh
net charge	+1
2S+1	9

(7)
Entry from the Open Molecules 2025 dataset: a molecular structure, C25H36N8O2RuS (ωB97M-V/def2-TZVPD).

Structure (XYZ):
```
73
Properties=species:S:1:pos:R:3
Ru -0.81 -1.40 -0.77
C 0.35 0.72 6.31
C -0.05 0.58 4.87
C -0.79 1.53 4.21
C -1.27 1.31 2.91
C -2.17 2.22 2.31
N -2.11 3.53 2.36
C -0.92 4.33 2.69
C 0.30 3.84 1.91
C 0.07 3.87 0.39
N 0.73 2.77 -0.29
C 1.61 2.90 -1.25
C 2.12 1.82 -2.02
C 3.07 2.12 -3.02
C 3.61 1.15 -3.83
C 4.59 1.46 -4.91
C 3.19 -0.17 -3.60
C 2.25 -0.52 -2.64
C 1.96 -1.92 -2.46
N 0.98 -2.45 -1.83
C 0.93 -3.91 -1.74
C 0.16 -4.37 -0.52
C 0.73 -3.80 0.76
N 0.11 -2.50 1.08
C 0.40 -2.01 2.22
C -0.07 -0.80 2.84
C 0.32 -0.56 4.15
C -0.95 0.11 2.18
O -1.41 -0.06 0.99
C 1.67 0.47 -1.80
O 0.82 0.20 -0.88
H 0.19 1.73 6.69
H 1.39 0.45 6.46
H -0.24 0.04 6.93
H -1.11 2.41 4.75
H -2.99 1.80 1.72
H -2.92 4.04 2.04
H -0.71 4.31 3.75
H -1.15 5.36 2.42
H 0.55 2.82 2.21
H 1.15 4.47 2.18
H 0.42 4.81 -0.03
H -1.00 3.77 0.17
H 0.44 1.81 -0.10
H 1.96 3.90 -1.49
H 3.37 3.15 -3.15
H 4.87 2.51 -4.91
H 4.17 1.22 -5.89
H 5.49 0.85 -4.81
H 3.63 -0.95 -4.22
H 2.69 -2.59 -2.92
H 1.94 -4.32 -1.72
H 0.43 -4.29 -2.64
H 0.21 -5.46 -0.49
H -0.88 -4.09 -0.60
H 1.81 -3.66 0.67
H 0.55 -4.50 1.58
H 1.09 -2.58 2.85
H 0.94 -1.30 4.65
N -3.39 -1.34 -0.40
N -4.22 -2.30 -0.97
C -3.77 -3.09 -1.95
N -4.60 -3.96 -2.50
S -2.18 -2.96 -2.52
H -3.46 -1.37 0.61
H -3.62 -0.41 -0.73
H -5.19 -2.34 -0.67
H -5.55 -4.09 -2.18
H -4.28 -4.59 -3.22
N -1.33 -0.04 -2.79
H -0.66 -0.42 -3.46
H -1.21 0.97 -2.78
H -2.25 -0.24 -3.16
```

⟨S²⟩	0.78
energy relative to the best compared isomer or geometry (same formula, charge and spin)	222.4	kJ/mol
HOMO-LUMO gap (spin up / spin down)	6.02 / 6.44	eV
molecular weight	613.75	g/mol
E	-2054.95165	Eh
net charge	+3
2S+1	2

(8)
Entry from the Open Molecules 2025 dataset: 8 unconnected molecules or ions with the total composition C61H104NO9PS (ωB97M-V/def2-TZVPD).

Structure (XYZ):
```
177
Properties=species:S:1:pos:R:3
C -3.84 -0.19 -10.89
C -3.26 -1.61 -10.89
C -1.89 -1.67 -10.22
C -1.25 -3.07 -10.34
C -1.24 -3.80 -8.98
C 0.11 -3.63 -8.24
C -0.05 -3.35 -6.73
C 1.09 -3.98 -5.88
C 1.56 -3.07 -4.72
C 3.05 -2.70 -4.77
C 3.33 -1.20 -5.00
C 3.95 -0.53 -3.77
C 3.81 1.02 -3.78
C 3.12 1.50 -2.53
C 1.87 2.11 -2.57
C 1.17 2.53 -1.44
C -0.15 3.20 -1.65
C 0.03 4.59 -2.31
C -1.16 4.98 -3.18
C 0.33 5.64 -1.24
C 1.75 2.32 -0.18
C 0.99 2.67 1.10
C 0.08 1.51 1.49
C 0.65 0.36 2.05
C -0.12 -0.73 2.41
C -1.50 -0.70 2.22
C -2.08 0.43 1.65
C -3.57 0.45 1.41
C -1.29 1.52 1.29
C 3.03 1.78 -0.11
C 3.69 1.39 -1.27
C 5.02 0.83 -0.87
O 5.84 0.21 -1.47
N 5.16 1.10 0.54
P 6.20 2.52 0.79
S 7.14 3.07 -0.80
C 3.90 1.54 1.08
O 3.71 1.68 2.24
H -3.27 0.44 -11.56
H -3.82 0.21 -9.88
H -4.86 -0.21 -11.25
H -3.16 -1.94 -11.92
H -3.92 -2.30 -10.36
H -2.03 -1.38 -9.18
H -1.23 -0.92 -10.66
H -1.76 -3.66 -11.09
H -0.23 -2.95 -10.69
H -1.46 -4.86 -9.11
H -2.02 -3.38 -8.34
H 0.61 -2.76 -8.67
H 0.74 -4.50 -8.41
H -1.00 -3.76 -6.37
H -0.07 -2.27 -6.59
H 1.91 -4.18 -6.56
H 0.72 -4.92 -5.50
H 1.32 -3.58 -3.79
H 0.98 -2.14 -4.72
H 3.57 -3.27 -5.53
H 3.51 -2.99 -3.82
H 2.41 -0.69 -5.30
H 4.05 -1.13 -5.82
H 4.99 -0.83 -3.69
H 3.44 -0.94 -2.90
H 3.20 1.28 -4.64
H 4.79 1.48 -3.81
H 1.41 2.26 -3.54
H -0.69 3.35 -0.73
H -0.80 2.61 -2.30
H 0.90 4.55 -2.96
H -2.12 4.67 -2.78
H -1.05 4.55 -4.18
H -1.15 6.06 -3.32
H -0.54 5.89 -0.65
H 1.10 5.24 -0.57
H 0.76 6.54 -1.68
H 1.68 2.82 1.92
H 0.41 3.58 0.96
H 1.72 0.32 2.20
H 0.35 -1.61 2.84
H -2.11 -1.54 2.51
H -3.79 0.50 0.35
H -4.03 1.28 1.95
H -4.01 -0.48 1.77
H -1.79 2.37 0.84
H 5.31 3.54 1.15
H 7.03 2.32 1.90
C -5.40 5.60 -0.43
C -4.44 6.53 0.30
C -3.67 5.55 1.18
O -3.63 4.31 0.46
C -4.53 4.36 -0.64
H -5.79 6.01 -1.37
H -6.25 5.36 0.21
H -3.76 7.01 -0.42
H -4.93 7.31 0.87
H -4.18 5.38 2.13
H -2.65 5.89 1.38
H -3.95 4.44 -1.57
H -5.11 3.44 -0.68
C 6.69 -0.95 4.38
C 5.64 -1.05 3.28
C 6.25 -2.07 2.34
O 7.04 -2.95 3.16
C 7.17 -2.40 4.47
H 6.31 -0.57 5.32
H 7.51 -0.30 4.05
H 4.70 -1.44 3.71
H 5.42 -0.11 2.79
H 6.91 -1.59 1.61
H 5.50 -2.66 1.80
H 6.54 -2.97 5.15
H 8.21 -2.48 4.79
C 5.83 -6.14 5.39
C 4.89 -5.30 6.24
C 3.82 -6.32 6.61
O 4.47 -7.59 6.66
C 5.78 -7.49 6.09
H 6.84 -5.74 5.32
H 5.43 -6.23 4.37
H 5.41 -4.96 7.14
H 4.49 -4.44 5.72
H 3.04 -6.36 5.84
H 3.35 -6.11 7.57
H 6.51 -7.54 6.90
H 5.95 -8.33 5.42
C 2.51 -1.29 8.52
C 1.47 -1.38 7.41
C 2.10 -2.41 6.48
O 2.86 -3.29 7.31
C 2.99 -2.73 8.62
H 2.12 -0.90 9.46
H 3.33 -0.64 8.20
H 0.53 -1.77 7.82
H 1.26 -0.44 6.92
H 2.77 -1.93 5.76
H 1.36 -2.99 5.93
H 2.36 -3.31 9.30
H 4.02 -2.82 8.95
C -4.14 3.50 -5.55
C -5.08 4.41 -4.76
C -6.12 3.42 -4.27
O -5.45 2.17 -4.10
C -4.16 2.23 -4.71
H -3.13 3.91 -5.67
H -4.55 3.31 -6.54
H -4.55 4.84 -3.91
H -5.50 5.22 -5.35
H -6.93 3.27 -5.00
H -6.57 3.72 -3.32
H -3.40 2.28 -3.91
H -3.98 1.33 -5.29
C -2.77 -4.84 5.69
C -1.68 -4.03 6.38
C -1.23 -3.10 5.27
O -2.37 -2.87 4.44
C -3.41 -3.78 4.80
H -3.48 -5.30 6.38
H -2.33 -5.63 5.08
H -2.10 -3.45 7.21
H -0.87 -4.64 6.78
H -0.45 -3.57 4.65
H -0.85 -2.15 5.63
H -4.19 -3.23 5.33
H -3.85 -4.20 3.89
C -6.70 3.19 5.82
C -6.80 2.51 4.46
C -6.57 3.68 3.51
O -5.70 4.59 4.20
C -5.60 4.21 5.57
H -6.46 2.51 6.64
H -7.64 3.70 6.06
H -6.00 1.77 4.35
H -7.75 2.01 4.29
H -7.51 4.20 3.29
H -6.11 3.38 2.57
H -4.61 3.78 5.74
H -5.70 5.10 6.19
```

HOMO-LUMO gap	8.07	eV
molecular weight	1058.54	g/mol
E	-3858.08791	Eh

(9)
Entry from the Open Molecules 2025 dataset: a molecular structure, CH3N3O3 (ωB97M-V/def2-TZVPD).

Structure (XYZ):
```
10
Properties=species:S:1:pos:R:3
C 1.44 -0.76 -0.55
N 3.26 0.12 0.80
N 2.48 -0.49 0.10
N -1.75 -0.93 0.33
O 0.93 -1.32 -1.45
O 0.32 -0.19 0.87
O -0.63 -1.12 1.08
H 3.59 1.09 0.48
H -1.95 0.05 0.43
H -1.43 -1.28 -0.54
```

energy relative to the best compared isomer or geometry (same formula, charge and spin)	580.4	kJ/mol
HOMO-LUMO gap (spin up / spin down)	7.60 / 7.60	eV
molecular weight	105.05	g/mol
E	-429.59471	Eh

> Among the records above, which one has the lowest molecular weight?

C3H6N2O

> Look up the E of the first one.

-2389.14834 Eh